DFT (the ωB97M-V functional and the def2-TZVPD basis) results for a molecular structure, C3H4BrI.

XYZ file:
```
9
Properties=species:S:1:pos:R:3:forces:R:3:mulliken_spin:R:1
C -1.1378 -0.7686 0.6890 4.798 -3.207 1.230 0.341
C -0.5708 0.2595 0.0756 -0.259 1.914 -1.238 -0.093
C 0.7844 0.4340 -0.4314 -1.284 0.192 3.400 0.581
Br 1.3595 2.2227 -0.5249 -0.092 -0.247 -0.449 0.122
I 2.2739 -0.9131 0.1965 -0.370 0.247 -0.540 0.118
H -1.9705 -0.7955 1.2991 -2.051 0.259 0.365 0.014
H -0.3274 -1.5440 1.0098 -1.848 0.739 -0.673 0.012
H -1.3149 1.0582 -0.0420 0.901 0.452 -0.466 0.007
H 0.9036 0.0468 -2.2718 0.206 -0.347 -1.629 0.896
```
Positions in Å, forces in eV/Å.

molar mass = 246.87 g/mol
2S+1 = 3
highest occupied orbital energy (alpha / beta) = -7.355 / -9.956 eV
HOMO-LUMO gap (alpha / beta) = 0.268 / 0.276 hartree
E_tot = -2988.18846 a.u.

***

DFT (the ωB97M-V functional and the def2-TZVPD basis) results for C3H4BrN in the gas phase.

XYZ file:
```
9
Properties=species:S:1:pos:R:3:forces:R:3:lowdin_charge:R:1
C -0.1254 0.2489 0.2634 2.617 1.108 -3.369 -0.165
C -0.5189 -1.0446 -0.4172 4.274 -0.194 0.181 -0.849
Br -1.0925 -2.3614 0.8633 -0.208 -0.201 -0.030 0.721
C -1.3902 -0.8626 -1.5117 -1.464 -0.814 -1.510 -0.318
N -2.0727 -0.8978 -2.4390 0.230 0.410 0.384 0.177
H 0.8212 0.0854 0.8604 -1.709 0.479 -0.035 0.099
H -1.0053 0.7064 0.5994 -0.727 0.892 1.548 0.050
H 0.2264 0.9546 -0.6750 -0.716 -1.517 2.289 0.142
H 0.5331 -1.3653 -0.8408 -2.296 -0.164 0.542 0.142
```
Positions in Å, forces in eV/Å.

molar mass = 133.98 g/mol
2S+1 = 1
highest occupied orbital energy = -10.816 eV
energy above the lowest of the compared OMol25 structures with the same formula, charge and spin = 14.2 kcal/mol
structure (SMILES) = C[C@@H](Br)C#N
HOMO-LUMO gap = 0.415 hartree
E_tot = -2745.43945 a.u.

***

DFT (the ωB97M-V functional and the def2-TZVPD basis) results for C3H4BrNO in the gas phase.

XYZ file:
```
10
Properties=species:S:1:pos:R:3:forces:R:3:lowdin_charge:R:1
C -0.2425 -1.0585 0.6368 -0.414 -1.096 1.425 0.111
C -2.5471 -0.1101 -0.2233 1.360 0.634 0.084 -0.576
C 0.1124 0.1183 -0.0634 0.554 0.980 -1.619 -0.366
N -0.7992 1.2656 0.1446 3.901 3.695 2.207 -0.116
O -2.1149 1.0453 0.2226 -3.250 -2.045 -0.011 -0.255
Br -4.3907 -0.1754 0.0536 -0.677 0.120 0.138 0.683
H 0.3462 -1.9406 0.3457 0.072 0.232 -0.195 0.018
H 1.1815 0.5399 0.1028 -1.636 -0.837 -0.332 0.162
H 0.0039 -0.2101 -1.1630 0.474 0.760 1.070 0.140
H -0.5956 1.9146 1.0514 -0.385 -2.444 -2.768 0.199
```
Positions in Å, forces in eV/Å.

molar mass = 149.98 g/mol
2S+1 = 1
highest occupied orbital energy (alpha / beta) = -8.202 / -8.361 eV
energy above the lowest of the compared OMol25 structures with the same formula, charge and spin = 193.8 kcal/mol
HOMO-LUMO gap (alpha / beta) = 0.281 / 0.282 hartree
E_tot = -2820.40452 a.u.

***

DFT (the ωB97M-V functional and the def2-TZVPD basis) results for C3H4BrNO3 in the gas phase.

XYZ file:
```
12
Properties=species:S:1:pos:R:3:forces:R:3:lowdin_charge:R:1
C 1.5159 0.1220 -0.4133 -0.901 1.216 1.637 0.004
C 0.1510 -0.1345 -0.9868 -0.784 0.871 2.240 -0.482
O -0.1686 -0.3326 -2.1007 0.646 -0.642 -2.010 0.087
C -1.0340 0.1898 -0.0140 0.289 -2.137 -1.122 -0.577
Br -2.6679 -0.5049 -0.6876 -0.234 0.280 -0.044 0.855
N -0.8111 -0.2911 1.3779 -1.325 1.165 -0.653 -0.440
O -0.2881 0.5746 2.0379 0.860 -0.240 1.290 0.081
O -1.2762 -1.3432 1.7262 0.752 -0.192 0.359 0.065
H 1.8522 -0.7602 0.1344 -0.305 0.307 0.821 0.099
H 1.5474 1.1560 0.1886 0.054 -2.634 -1.235 0.154
H 2.1537 0.0842 -1.2233 1.548 0.655 -1.831 0.052
H -0.9743 1.2399 -0.0395 -0.600 1.350 0.547 0.102
```
Positions in Å, forces in eV/Å.

molar mass = 181.97 g/mol
2S+1 = 1
highest occupied orbital energy = -10.507 eV
energy above the lowest of the compared OMol25 structures with the same formula, charge and spin = 84.8 kcal/mol
structure (SMILES) = CC(=O)[C@@H](Br)[N+](=O)[O-]
HOMO-LUMO gap = 0.375 hartree
E_tot = -2971.07102 a.u.